[1]
Formula: C3H7INP
Source: OMol25
Level of theory: ωB97M-V/def2-TZVPD

XYZ file:
```
13
Properties=species:S:1:pos:R:3:forces:R:3
C 0.9984 -0.2199 -0.5665 -0.34 0.27 0.58
C 0.2533 -1.4639 -0.9104 -0.21 -0.14 -0.08
C -1.6414 0.6146 1.2229 3.12 -0.22 -0.77
N 1.9809 0.1298 -1.2593 0.63 -0.11 -0.79
P 0.5719 0.5268 1.0908 -2.68 0.06 0.56
I 0.9091 2.8792 0.6379 0.06 0.17 -0.03
H 0.2567 -2.1443 -0.0577 -0.08 -0.09 0.02
H -0.7832 -1.2306 -1.1559 -0.06 -0.04 0.03
H 0.7320 -1.9417 -1.7619 -0.01 -0.03 0.00
H -1.9864 -0.4078 1.2015 -0.10 -0.19 0.06
H -1.9661 1.1899 0.3663 -0.08 0.06 -0.04
H -1.8201 1.1099 2.1629 0.02 0.09 0.21
H 2.4950 0.9581 -0.9706 -0.29 0.18 0.27
```
Positions in Å, forces in eV/Å.

For the LUMO energy, the calculation gives 0.05 eV. For the energy above the lowest of the compared OMol25 structures with the same formula, charge and spin, the calculation gives 3.04 kcal/mol. Its SMILES is [H]/N=C(/C)P(C)I. As for the molar mass: 214.97 g/mol. The calculated total energy comes out at -22103.3593 eV.

[2]
Formula: C22H49N2P3RuSSe
Source: OMol25
Level of theory: ωB97M-V/def2-TZVPD

XYZ file:
```
79
Properties=species:S:1:pos:R:3:forces:R:3
Ru 0.0451 0.0159 0.0637 -0.20 -0.32 2.11
P 1.8641 -1.1137 1.3369 0.74 -0.40 0.87
P 1.0035 2.1379 0.3800 0.85 1.87 0.35
P -0.7952 -1.9811 -0.8209 -0.65 -2.12 -0.57
H 0.2732 1.6013 -2.3077 -0.13 -0.20 0.32
C -0.3855 0.7739 -2.0408 -1.61 0.71 0.23
C -1.5462 1.0382 -1.2665 1.08 0.56 -2.16
H -1.7735 2.0823 -1.0379 0.27 -0.43 0.32
C 3.4504 -1.5370 0.4996 -0.50 0.28 -0.47
C 2.4740 -0.1937 2.8007 -0.24 0.19 -0.12
C 1.3800 -2.7214 2.0608 -0.29 -0.05 -0.03
C 0.2962 3.5757 -0.5142 -0.28 -0.28 -0.17
C 1.0168 2.8220 2.0806 0.13 -0.14 0.27
C 2.7611 2.1908 -0.1629 -0.21 0.07 -0.02
C -2.0452 -2.0004 -2.1629 -0.04 0.39 -0.01
C -1.6959 -2.9596 0.4355 0.15 -0.18 0.10
C 0.4876 -3.0757 -1.5367 0.14 0.12 -0.05
H -0.3711 -0.0265 -2.7802 0.06 -0.17 0.54
H -2.4110 0.3742 -1.3170 0.35 0.00 0.26
H 4.1511 -1.9756 1.2231 -0.29 0.10 -0.12
H 3.8977 -0.6344 0.0666 0.02 -0.14 0.16
H 3.2698 -2.2507 -0.3133 0.06 0.03 0.20
H 3.2626 -0.7863 3.2881 -0.26 0.06 -0.20
H 1.6582 -0.0334 3.5165 0.22 -0.04 -0.13
H 2.9002 0.7763 2.5166 -0.08 -0.28 0.09
H 2.2320 -3.1348 2.6226 -0.14 0.24 -0.20
H 1.1004 -3.4428 1.2843 0.10 0.17 0.27
H 0.5392 -2.5868 2.7542 0.23 -0.03 -0.17
H 0.9549 4.4452 -0.3764 -0.15 -0.28 0.07
H -0.6966 3.8168 -0.1117 0.27 0.02 -0.07
H 0.1984 3.3875 -1.5876 0.05 0.23 0.18
H 1.9059 3.4611 2.2035 -0.29 -0.15 -0.07
H 1.0314 2.0341 2.8397 0.03 0.26 -0.19
H 0.1217 3.4360 2.2426 0.30 -0.13 -0.13
H 3.0322 3.2378 -0.3522 0.10 -0.28 0.11
H 2.8934 1.6127 -1.0892 -0.01 0.27 0.21
H 3.4213 1.7750 0.6074 -0.10 0.13 -0.17
H -2.1782 -3.0348 -2.5171 0.08 0.33 0.24
H -1.7449 -1.3839 -3.0157 -0.18 -0.23 0.06
H -3.0083 -1.6333 -1.7855 0.17 -0.16 -0.14
H -1.9485 -3.9511 0.0323 0.05 0.26 0.04
H -2.6229 -2.4312 0.6913 0.19 -0.09 -0.14
H -1.1013 -3.0844 1.3449 -0.18 0.01 -0.24
H -0.0013 -3.8350 -2.1611 0.16 0.12 0.20
H 1.0733 -3.5742 -0.7581 -0.09 0.08 -0.20
H 1.1704 -2.4858 -2.1700 -0.33 -0.31 0.22
C 2.8842 -0.0745 -4.7782 -0.01 0.29 -0.81
C 1.8728 0.8110 -5.2404 -0.45 0.39 -0.52
C 1.8235 1.1878 -6.5759 -0.46 0.06 1.12
C 2.7780 0.7054 -7.4869 0.19 -0.12 -0.01
C 3.7992 -0.1497 -7.0386 0.37 -0.44 0.66
C 3.8592 -0.5357 -5.7055 0.39 -0.20 -0.55
Se 2.9128 -0.6073 -3.0358 0.25 0.08 -0.30
H 1.5762 0.0718 -0.3352 -0.44 -0.26 -0.25
H 1.1357 1.1758 -4.5249 0.10 0.04 -0.35
H 1.0358 1.8613 -6.9112 0.21 -0.16 0.05
H 2.7286 0.9941 -8.5361 0.02 -0.05 0.22
H 4.5501 -0.5174 -7.7382 -0.19 0.09 0.20
H 4.6400 -1.2015 -5.3428 -0.04 0.11 -0.29
C -2.6747 -2.0254 3.8923 0.06 -0.21 -0.15
N -3.1848 -0.6562 3.8539 1.69 0.60 -0.96
C -3.4690 -0.1548 5.2098 -0.59 0.20 0.63
C -2.6163 0.2251 2.9514 -2.79 0.51 1.03
S -1.0246 -0.0481 2.3549 1.81 -0.16 -1.14
N -3.3081 1.3419 2.6864 0.96 -1.50 -0.31
C -4.7298 1.4050 3.0149 -0.62 0.29 0.28
C -2.7416 2.4059 1.8713 -0.02 0.38 0.02
H -3.2901 -2.5893 4.5998 0.18 0.05 -0.20
H -1.6283 -2.0424 4.2259 -0.16 -0.09 0.11
H -2.7470 -2.4880 2.9057 -0.09 0.04 0.25
H -3.7256 0.9084 5.2066 0.13 -0.37 0.05
H -4.3162 -0.7267 5.6143 0.24 0.27 -0.10
H -2.6005 -0.3125 5.8703 -0.18 0.03 -0.33
H -4.8908 1.9865 3.9330 -0.07 -0.14 -0.29
H -5.2544 1.9008 2.1944 0.11 -0.06 0.10
H -5.1177 0.3889 3.1482 0.08 0.35 -0.02
H -1.8142 2.7739 2.3227 -0.32 0.01 -0.05
H -2.5208 2.0461 0.8583 -0.21 0.08 0.31
H -3.4820 3.2127 1.8298 0.35 -0.14 -0.05
```
Positions in Å, forces in eV/Å.

Its charge is +4. For the LUMO energy (spin up / spin down), the calculation gives -11.35 / -14.63 eV. As for the multiplicity: 5. As for the molar mass: 646.67 g/mol. The calculated total energy comes out at -133177.6896 eV.

[3]
Formula: C2H3CuF6OS2Sb
Source: OMol25
Level of theory: ωB97M-V/def2-TZVPD

XYZ file:
```
16
Properties=species:S:1:pos:R:3:forces:R:3
Cu 0.3351 -1.4288 -0.4666 0.17 0.20 -0.67
F -0.1483 -1.8211 1.2327 -0.21 -0.20 0.96
Sb 0.1851 -1.7218 3.2769 -0.15 0.00 -1.04
F 1.6756 -2.7897 2.8838 0.04 -0.04 0.12
F -0.9123 -3.2344 3.2907 -0.03 -0.05 0.16
F 0.4738 -1.6781 5.1143 0.05 0.09 0.05
F -1.3210 -0.6053 3.2801 -0.04 -0.04 0.15
F 1.2026 -0.2157 2.7918 0.12 0.06 0.18
C -0.8973 2.5858 -2.7234 0.08 0.14 -0.01
O -0.7475 1.1486 -2.6549 -0.03 -0.04 -0.03
C 0.4477 0.6497 -2.6242 -0.24 0.17 0.16
S 1.9013 1.3975 -2.6172 0.07 -0.12 -0.06
S 0.6459 -1.0661 -2.5647 0.19 -0.03 0.01
H -1.9418 2.7812 -2.5171 -0.05 -0.07 0.00
H -0.6330 2.9291 -3.7215 0.03 -0.04 -0.01
H -0.2660 3.0690 -1.9808 0.01 -0.06 0.04
```
Positions in Å, forces in eV/Å.

For the LUMO energy (spin up / spin down), the calculation gives -1.41 / -4.10 eV. For the energy above the lowest of the compared OMol25 structures with the same formula, charge and spin, the calculation gives 23.80 kcal/mol. As for the multiplicity: 2. As for the molar mass: 406.47 g/mol. The calculated total energy comes out at -93324.9371 eV.

[4]
Formula: C11H11O2
Source: OMol25
Level of theory: ωB97M-V/def2-TZVPD

XYZ file:
```
24
Properties=species:S:1:pos:R:3:forces:R:3
C 2.8545 -1.3262 0.0949 3.48 0.78 -0.71
C 1.7673 -1.9344 0.5295 -1.48 -3.82 1.03
C 2.9236 0.0462 -0.0851 0.93 -1.79 -0.34
C 0.6371 -1.2087 0.8642 -0.47 1.03 0.73
C 1.8591 0.8264 0.1862 -0.16 -1.78 0.48
C 0.8390 0.1193 0.6545 -4.24 0.14 1.12
C -2.1752 -0.7493 1.2261 -0.03 1.64 0.99
C -2.6613 -0.8402 -0.0881 2.06 -0.35 -3.49
C -1.9416 -0.0092 -1.1206 -1.01 0.85 0.50
C -1.6488 1.3244 -0.4696 3.04 2.53 -2.46
C -1.1833 1.2970 0.9096 2.63 0.23 -0.10
O -3.4844 -1.6201 -0.4331 -1.80 -1.42 0.38
O -1.6459 0.3263 1.6486 -0.24 -1.41 1.80
H 3.7650 -1.9209 0.0098 -0.23 0.21 -0.41
H 1.8438 -3.0556 0.6925 -0.52 1.54 -0.07
H 3.7891 0.4694 -0.4956 1.18 0.62 -0.42
H -0.1579 -1.7014 1.4534 0.13 0.42 -0.55
H 1.9374 1.7959 -0.0157 -0.25 4.00 -0.55
H -2.5454 -1.2835 2.0029 -0.92 -2.20 2.13
H -1.1212 -0.4736 -1.6345 0.69 -0.50 0.42
H -2.6925 0.0648 -1.8827 -0.33 0.55 -0.59
H -0.8679 2.0123 -1.0797 -1.56 -1.72 1.19
H -2.4690 1.9858 -0.4639 -1.63 0.65 -0.16
H -1.1747 2.1744 1.5835 0.72 -0.21 -0.94
```
Positions in Å, forces in eV/Å.

Its charge is +1. For the LUMO energy (spin up / spin down), the calculation gives -6.36 / -6.19 eV. For the energy above the lowest of the compared OMol25 structures with the same formula, charge and spin, the calculation gives 111.84 kcal/mol. As for the molar mass: 175.21 g/mol. The calculated total energy comes out at -15667.1866 eV.

[5]
Formula: C3H5NO
Source: OMol25
Level of theory: ωB97M-V/def2-TZVPD

XYZ file:
```
10
Properties=species:S:1:pos:R:3:forces:R:3
O -2.1456 -0.4049 -1.2586 0.13 0.02 0.27
C -1.3817 -0.3780 -0.3392 -0.07 -0.39 -0.07
N -0.4220 0.6394 -0.1452 -0.39 0.16 -0.17
C 0.5550 0.3718 0.8881 0.13 -0.10 0.22
C 0.9174 0.1939 -0.5329 0.38 -0.29 -0.18
H -1.3263 -1.1999 0.4274 -0.23 0.33 -0.22
H 0.8757 1.2455 1.4427 0.02 -0.10 -0.06
H 0.4047 -0.5350 1.4710 0.10 0.10 0.04
H 0.9882 -0.8402 -0.8829 0.09 0.31 0.05
H 1.5346 0.9075 -1.0703 -0.17 -0.05 0.11
```
Positions in Å, forces in eV/Å.

For the LUMO energy, the calculation gives 1.00 eV. For the energy above the lowest of the compared OMol25 structures with the same formula, charge and spin, the calculation gives 35.66 kcal/mol. Its SMILES is O=CN1CC1. As for the molar mass: 71.08 g/mol. The calculated total energy comes out at -6728.0264 eV.

[6]
Formula: C22H11Co2F3O7
Source: OMol25
Level of theory: ωB97M-V/def2-TZVPD

XYZ file:
```
45
Properties=species:S:1:pos:R:3:forces:R:3
O 4.8029 -0.9613 0.1493 -1.44 -0.53 0.16
C 3.7891 -1.5010 0.2975 1.29 0.12 -0.17
Co 2.2115 -2.2944 0.5498 3.51 -1.87 0.88
C 1.9825 -3.3474 -0.8567 -1.02 -1.07 -2.03
O 1.8730 -4.0706 -1.7495 0.41 0.56 0.83
C 2.8622 -3.4973 1.7424 0.40 0.01 1.05
O 3.4209 -4.2152 2.4496 -0.62 0.43 -0.71
C 0.6571 -1.4801 1.1053 -1.59 1.47 0.43
C 1.2497 -0.8172 0.0568 -2.87 0.78 1.90
C 1.2850 0.2359 -0.7879 0.94 0.55 -1.01
C 0.8205 0.1344 -2.1576 -1.08 0.42 0.20
C 1.4070 0.9212 -3.1829 -0.12 -0.16 0.37
C 0.9452 0.8411 -4.4906 -0.31 -0.45 0.10
C -0.1307 -0.0157 -4.7977 0.20 0.13 -0.09
C -0.7025 -0.8161 -3.7980 0.31 0.09 0.19
C -0.2051 -0.7772 -2.4975 0.02 0.26 -0.25
Co -0.7078 -2.9648 0.9926 0.35 -1.48 -0.07
C -0.2655 -4.2479 2.0975 1.08 -0.70 1.13
O 0.0741 -5.0977 2.8104 -0.46 0.21 -0.26
C -2.0024 -2.0590 1.7519 0.10 1.97 -0.15
O -2.7744 -1.3487 2.2455 0.39 -1.20 -0.22
C -1.4548 -3.7912 -0.3653 -0.17 0.34 -1.50
O -1.9385 -4.3184 -1.2774 0.06 -0.04 0.60
H 0.4811 -0.9794 2.0781 -0.22 0.31 -1.04
H 1.8114 1.1447 -0.4878 1.03 -0.51 -0.51
H 2.2498 1.5649 -2.9132 -0.35 -0.11 -0.13
H 1.4326 1.4237 -5.2800 -0.24 -0.16 0.27
H -0.5002 -0.0717 -5.8262 0.09 0.01 0.33
H -1.5399 -1.4815 -4.0222 0.28 0.19 -0.02
H -0.6281 -1.3989 -1.7017 0.07 0.16 -0.30
F -4.2540 2.5849 1.2041 0.08 -0.06 -0.50
C -3.0392 2.4527 0.5885 0.85 -0.39 0.07
F -2.9460 1.1539 0.1711 -0.46 0.99 0.09
F -3.0726 3.2364 -0.5335 -0.46 -0.47 0.35
C -1.9195 2.8318 1.4969 0.76 -0.24 -0.64
C -0.5503 2.6190 0.9805 -0.58 0.37 0.54
O -0.3286 2.2694 -0.1967 0.06 -0.06 -0.10
C 0.5029 2.9049 1.9362 -0.31 0.00 -0.36
C 0.2323 3.5416 3.1262 -0.08 -0.23 -0.12
C -1.0832 3.8205 3.5206 -0.44 0.29 0.39
C -2.1584 3.4411 2.7071 0.58 0.04 0.21
H 1.5167 2.6534 1.6193 -0.17 0.18 0.12
H 1.0666 3.8260 3.7668 -0.15 -0.05 0.04
H -1.2871 4.3252 4.4642 0.11 -0.10 -0.12
H -3.1854 3.6256 3.0140 0.17 -0.01 0.05
```
Positions in Å, forces in eV/Å.

Its charge is -2. For the LUMO energy, the calculation gives 4.33 eV. As for the molar mass: 562.18 g/mol. The calculated total energy comes out at -120727.3532 eV.

[7]
Formula: C3H3N2O2S
Source: OMol25
Level of theory: ωB97M-V/def2-TZVPD

XYZ file:
```
11
Properties=species:S:1:pos:R:3:forces:R:3
C 0.6245 1.7117 -0.0918 -2.55 0.84 0.38
C 1.3117 -0.4469 0.1564 0.40 -0.42 -0.64
C -1.1858 -0.4070 0.0454 1.28 1.21 -0.32
N 1.5585 0.8403 0.0800 0.07 1.87 -0.28
N 0.1398 -1.0379 -0.0071 -1.13 1.81 0.52
O -2.1699 -0.9773 0.7611 0.07 -0.40 1.52
O -2.1615 -1.0166 -0.6922 0.44 0.33 -1.12
S -1.1036 1.4205 0.1025 0.71 -0.49 -0.51
H 0.7155 2.8164 -0.3300 0.80 -1.44 0.35
H 2.2840 -0.9289 0.2331 -0.70 -1.33 0.12
H -0.0133 -1.9744 -0.2574 0.61 -1.98 -0.02
```
Positions in Å, forces in eV/Å.

Its charge is +1. For the LUMO energy, the calculation gives -6.63 eV. For the energy above the lowest of the compared OMol25 structures with the same formula, charge and spin, the calculation gives 83.85 kcal/mol. As for the molar mass: 131.14 g/mol. The calculated total energy comes out at -21057.9254 eV.

- calculated total energy of number 6 (C22H11Co2F3O7)?
  -120727.3532 eV